*P*
The following is a DFT calculation (ωB97M-V/def2-TZVPD) of a single C5H12OSi molecule.

Element x y z (Å)
Si  0.29  0.22  0.13
O  -2.44  -0.49  0.41
C  -2.25  -1.11  -0.88
C  -1.42  0.20  -0.67
C  1.25  1.45  -0.91
C  1.29  -1.39  -0.07
C  0.33  0.66  1.98
H  0.82  -2.32  0.16
H  0.63  -0.29  2.57
H  1.86  1.09  -1.71
H  2.32  -1.32  0.21
H  0.99  1.42  2.27
H  -0.53  0.84  2.55
H  -3.08  -0.89  -1.61
H  -1.71  -2.05  -0.77
H  1.84  2.17  -0.34
H  1.42  -1.44  -1.15
H  0.37  2.08  -1.22
H  -1.99  1.15  -0.93

Results
- Structure (SMILES): C[Si](C)(C)[C@H]1CO1
- E_HOMO: -10.08 eV
- Net charge: 0



*Q*
The following is a DFT calculation (ωB97M-V/def2-TZVPD) of a single C5H12OSi molecule.

Element x y z (Å)
Si  0.07  -2.29  0.34
O  0.23  -2.35  1.95
C  0.65  0.73  -0.54
C  -0.48  -0.54  0.28
C  -1.91  -0.16  0.12
C  -0.13  1.95  -1.17
C  2.08  0.90  -0.10
H  1.52  -2.72  -0.08
H  -0.72  1.70  -2.05
H  2.23  1.91  0.30
H  -0.98  -3.26  0.08
H  -2.45  0.33  0.87
H  -0.08  -1.71  2.66
H  -0.76  2.15  -0.30
H  -2.58  -1.02  -0.09
H  -2.03  0.50  -0.72
H  2.69  0.82  -0.98
H  2.24  0.25  0.73
H  0.40  2.82  -1.31

Results
- Structure (SMILES): CC(C)=C(C)[SiH2]O
- E_HOMO (spin up / spin down): -7.75 / -8.12 eV
- Net charge: 0



*R*
The following is a DFT calculation (ωB97M-V/def2-TZVPD) of a molecular structure, C5H12OSi.

Element x y z (Å)
Si  0.19  0.18  -0.11
O  -2.82  0.22  0.21
C  -1.46  0.22  -0.96
C  1.28  1.59  -0.75
C  -0.08  0.52  1.77
C  1.15  -1.39  -0.42
C  -2.43  -0.82  -0.46
H  2.01  -1.14  -1.13
H  -0.94  1.19  1.77
H  -3.08  -1.35  -1.16
H  1.48  -1.71  0.51
H  -1.90  0.72  -1.88
H  0.82  2.62  -0.83
H  1.74  1.32  -1.80
H  -0.47  -0.35  2.46
H  -1.95  -1.49  0.24
H  0.68  -2.24  -0.79
H  0.85  1.03  2.10
H  2.23  1.85  -0.17

Results
- E_HOMO: -9.92 eV
- Net charge: 0



Most stable = *P*



*P*
The following is a DFT calculation (ωB97M-V/def2-TZVPD) of 2 unconnected molecules or ions with the total composition C4H12OS.

Element x y z (Å)
S  1.97  0.50  -1.48
O  -3.07  -3.06  0.23
C  0.33  0.28  -0.60
C  1.86  2.26  -1.77
C  0.70  0.06  0.86
C  -0.30  -0.78  1.66
H  -0.05  -0.96  2.75
H  1.67  -0.49  0.85
H  -0.43  -1.71  1.10
H  -3.14  -2.54  1.04
H  -1.32  -0.32  1.73
H  -3.91  -2.96  -0.23
H  -0.41  1.23  -0.72
H  -0.25  -0.46  -1.20
H  0.82  2.58  -1.85
H  2.32  2.88  -1.01
H  2.39  2.50  -2.72
H  0.82  1.01  1.35

Results
- Structure (SMILES): CCCSC.O
- E_HOMO: -8.39 eV
- Net charge: 0



*Q*
The following is a DFT calculation (ωB97M-V/def2-TZVPD) of 2 unconnected molecules or ions with the total composition C4H12OS.

Element x y z (Å)
S  -2.38  1.93  -4.12
O  3.59  -1.18  5.46
C  3.79  -0.13  4.39
C  -2.57  0.15  -4.72
C  -3.96  -0.35  -4.82
C  2.36  0.15  4.01
H  -1.78  0.17  -5.56
H  -2.17  1.77  -2.76
H  -4.61  0.27  -5.51
H  -4.41  -0.25  -3.79
H  -1.92  -0.53  -4.07
H  1.83  0.36  4.91
H  4.32  -0.56  3.56
H  3.29  -0.83  6.24
H  2.13  0.68  3.15
H  4.43  0.61  5.10
H  2.04  -0.91  3.87
H  -3.97  -1.35  -5.35

Results
- Structure (SMILES): CCO.CCS
- E_HOMO: -9.13 eV
- Net charge: 0



Most stable = *P*



*P*
The following is a DFT calculation (ωB97M-V/def2-TZVPD) of a single C6H7FO molecule.

Element x y z (Å)
F  -1.38  -0.69  -1.91
O  0.17  1.75  -1.48
C  0.86  0.51  -1.40
C  1.09  -0.18  2.50
C  -0.63  -0.59  0.42
C  0.46  -0.44  1.35
C  -1.91  -0.43  0.84
C  -0.12  -0.69  -1.12
H  1.56  0.46  -2.39
H  -1.83  -0.52  1.98
H  1.88  0.03  3.29
H  -2.88  -0.25  0.27
H  1.73  0.23  -0.56
H  0.50  2.35  -0.48
H  0.51  -1.55  -1.30

Results
- Structure (SMILES): C#CC(=C)[C@@H](F)CO
- E_HOMO: -9.17 eV
- Net charge: 0



*Q*
The following is a DFT calculation (ωB97M-V/def2-TZVPD) of a molecular structure, C6H7FO.

Element x y z (Å)
F  0.72  2.13  -0.13
O  1.94  -0.60  -0.17
C  0.76  -0.26  -0.56
C  -1.58  -0.48  -0.39
C  0.12  0.98  0.05
C  0.09  0.18  1.28
C  -0.28  -1.00  0.19
C  -1.33  0.83  -0.31
H  -2.56  -0.95  -0.69
H  2.77  -0.41  -1.33
H  -0.46  0.20  2.33
H  -0.04  -1.98  0.50
H  0.48  -0.55  -1.56
H  -1.77  1.76  -0.76
H  1.13  0.15  1.54

Results
- E_HOMO: -8.90 eV
- Net charge: 0



Most stable = *P*



*P*
The following is a DFT calculation (ωB97M-V/def2-TZVPD) of 3 unconnected molecules or ions with the total composition C2FNO5.

Element x y z (Å)
F  -2.55  -2.04  0.30
O  1.77  2.84  0.37
O  -2.57  -0.37  -0.98
O  1.98  0.18  -0.86
O  1.42  -1.74  0.29
O  0.43  1.17  1.07
N  -3.23  -1.32  -0.66
C  1.08  2.03  0.75
C  1.67  -0.76  -0.28

Results
- Structure (SMILES): O=C=O.O=C=O.O=NF
- E_HOMO: -12.29 eV
- Net charge: 0



*Q*
The following is a DFT calculation (ωB97M-V/def2-TZVPD) of 3 unconnected molecules or ions with the total composition C2FNO5.

Element x y z (Å)
F  3.91  0.22  2.59
O  -0.91  1.40  0.08
O  -1.59  -1.20  -3.19
O  -2.96  2.03  0.82
O  -1.35  -1.76  -0.97
O  3.26  -0.42  0.55
N  3.02  -0.55  1.65
C  -1.47  -1.43  -2.07
C  -1.91  1.71  0.54

Results
- Structure (SMILES): O=C=O.O=C=O.O=NF
- E_HOMO: -12.20 eV
- Net charge: 0



Most stable = *Q*



*P*
The following is a DFT calculation (ωB97M-V/def2-TZVPD) of 2 unconnected molecules or ions with the total composition C3H11N4.

Element x y z (Å)
N  1.74  -0.23  -0.44
N  0.20  1.37  2.08
N  -1.61  -1.12  1.48
N  -0.56  -0.54  -0.50
C  0.38  0.13  -2.66
C  0.69  -0.26  -1.18
C  -0.56  -0.83  0.79
H  1.13  1.24  2.53
H  -0.40  2.00  2.61
H  -1.57  -1.47  2.38
H  -0.55  -0.36  -2.78
H  -1.46  -0.42  -0.91
H  -2.48  -1.13  1.03
H  0.36  1.98  1.24
H  2.62  -0.43  -0.87
H  1.22  -0.14  -3.34
H  0.53  -1.05  1.11
H  0.32  1.26  -2.56

Results
- E_HOMO: -14.09 eV
- Net charge: +1



*Q*
The following is a DFT calculation (ωB97M-V/def2-TZVPD) of 2 unconnected molecules or ions with the total composition C3H11N4.

Element x y z (Å)
N  1.34  0.21  0.04
N  2.55  -0.57  -0.06
N  -0.16  -1.69  -0.01
N  -1.48  0.62  -0.06
C  -2.65  -0.11  0.12
C  1.34  1.68  -0.01
C  0.26  -0.46  0.04
H  -1.03  -1.98  -0.44
H  0.27  -2.55  0.30
H  3.34  0.03  -0.24
H  -1.48  0.93  -1.04
H  -2.88  -0.83  -0.82
H  2.67  -1.17  0.81
H  -3.36  0.58  0.32
H  1.93  1.98  0.93
H  -2.75  -0.64  0.97
H  1.88  2.14  -0.98
H  0.23  1.81  0.13

Results
- E_HOMO (spin up / spin down): -13.62 / -13.62 eV
- Net charge: +1



*R*
The following is a DFT calculation (ωB97M-V/def2-TZVPD) of a molecular structure, C3H11N4.

Element x y z (Å)
N  1.16  1.25  0.13
N  -2.30  -1.00  -0.38
N  -1.41  1.19  0.60
N  -0.08  -0.62  0.08
C  2.43  -0.85  0.09
C  1.13  -0.10  0.07
C  -1.29  0.09  -0.37
H  -3.17  -0.76  0.00
H  -1.76  2.16  0.22
H  2.03  1.81  0.20
H  3.29  -0.13  -0.03
H  -2.39  -1.41  -1.32
H  -0.16  -1.64  0.23
H  2.59  -1.49  -0.77
H  2.63  -1.43  0.93
H  0.12  1.38  0.45
H  -1.77  1.01  1.54
H  -1.06  0.54  -1.65

Results
- E_HOMO: -14.07 eV
- Net charge: +1



Most stable = *P*



*P*
The following is a DFT calculation (ωB97M-V/def2-TZVPD) of 2 unconnected molecules or ions with the total composition C3H11N4.

Element x y z (Å)
N  -1.68  1.13  0.08
N  -0.57  -1.35  -0.34
N  -0.33  -2.55  -0.62
N  -0.46  -0.77  0.75
C  2.79  -0.52  -0.69
C  -2.09  2.48  0.30
C  -0.92  0.56  0.91
H  -0.08  -1.20  1.56
H  -0.58  1.09  1.89
H  -0.56  -2.68  -1.60
H  -3.27  2.62  0.05
H  -1.50  3.08  -0.58
H  2.80  -1.28  -0.06
H  -1.79  3.03  1.33
H  -0.14  -3.31  0.08
H  3.68  0.11  -0.79
H  2.56  -0.66  -1.75
H  2.15  0.24  -0.52

Results
- E_HOMO: -14.29 eV
- Net charge: +1



*Q*
The following is a DFT calculation (ωB97M-V/def2-TZVPD) of a molecular structure, C3H11N4.

Element x y z (Å)
N  0.11  -0.46  0.03
N  -1.17  1.28  -0.70
N  2.46  -0.70  -0.06
N  1.39  1.32  -0.38
C  1.34  0.08  -0.05
C  -1.17  0.16  -0.24
C  -2.29  -0.80  -0.26
H  0.53  -0.01  2.00
H  0.35  0.68  2.33
H  -3.17  -0.33  -0.75
H  2.42  -1.70  0.10
H  2.15  1.78  -0.69
H  -2.23  -1.79  -0.75
H  -2.03  1.68  -0.94
H  0.07  -1.47  0.20
H  0.39  1.70  -0.34
H  -2.53  -1.07  0.81
H  3.41  -0.35  -0.33

Results
- E_HOMO: -14.85 eV
- Net charge: +1



Most stable = *Q*



*P*
The following is a DFT calculation (ωB97M-V/def2-TZVPD) of a molecular structure, C29H31BrCuN4O3SSi.

Element x y z (Å)
Br  2.00  -3.27  -1.71
Cu  -0.55  0.11  -1.07
S  -1.48  1.71  -3.13
Si  0.30  4.20  -4.65
O  -0.97  1.95  0.44
O  -3.88  -2.11  0.54
O  -1.66  -0.99  0.11
N  0.51  -2.48  0.78
N  0.84  0.86  -2.23
N  -2.17  1.96  0.90
N  -0.38  -2.18  1.70
C  3.67  -4.21  0.31
C  3.00  1.56  -2.95
C  -3.56  -1.02  4.52
C  4.90  -3.87  3.88
C  0.24  1.80  -3.01
C  -2.54  -1.24  2.33
C  -3.20  1.52  0.14
C  -4.72  1.82  1.97
C  4.30  -4.48  1.61
C  2.17  0.75  -2.21
C  -0.22  3.66  -6.37
C  1.68  5.47  -4.85
C  5.61  -5.98  3.00
C  -3.75  -1.76  1.82
C  5.56  -5.08  4.05
C  -4.84  -1.90  2.68
C  4.28  -3.57  2.67
C  -1.11  5.11  -3.82
C  1.02  2.75  -3.71
C  1.54  -3.17  1.10
C  -4.75  -1.54  4.01
C  -2.48  -0.87  3.66
C  2.50  -3.59  0.09
C  -3.66  2.32  2.72
C  -2.40  2.38  2.17
C  2.40  2.58  -3.69
C  -4.47  1.43  0.67
C  -1.33  -1.05  1.42
C  4.99  -5.68  1.79
H  4.07  1.42  -2.93
H  3.04  3.27  -4.23
H  -0.85  5.37  -2.79
H  -3.79  2.64  3.74
H  3.81  -2.61  2.53
H  6.13  -6.92  3.12
H  -1.52  2.73  2.68
H  -2.01  4.51  -3.79
H  4.21  -4.58  -0.56
H  -5.71  1.74  2.40
H  -0.62  4.51  -6.94
H  -5.25  1.04  0.03
H  -1.30  6.04  -4.37
H  -1.00  2.90  -6.31
H  -2.92  1.24  -0.86
H  2.53  5.10  -5.43
H  -5.61  -1.66  4.66
H  2.05  5.79  -3.88
H  -3.49  -0.72  5.56
H  2.56  -0.04  -1.57
H  -1.56  -0.43  4.03
H  -3.02  -1.79  0.10
H  6.04  -5.31  4.99
H  0.62  3.25  -6.92
H  1.29  6.36  -5.37
H  5.03  -6.39  0.98
H  -0.09  -2.28  2.67
H  1.71  -3.51  2.12
H  4.87  -3.14  4.68
H  -5.77  -2.29  2.27
H  -0.82  -0.13  1.76

Results
- E_HOMO: -4.05 eV
- Net charge: -1



*Q*
The following is a DFT calculation (ωB97M-V/def2-TZVPD) of a molecular structure, C29H31BrCuN4O3SSi.

Element x y z (Å)
Br  1.56  1.06  2.88
Cu  0.76  0.11  0.19
S  -1.28  -0.81  0.75
Si  -4.52  -0.62  0.60
O  1.07  0.01  -1.89
O  1.53  -2.07  -3.16
O  -1.02  1.66  0.31
N  2.80  0.30  0.14
N  -1.86  0.53  -1.62
N  -0.97  3.05  -0.07
N  3.30  0.23  -1.10
C  -1.62  0.37  -4.35
C  -2.08  3.72  0.02
C  2.90  -0.13  -3.45
C  -1.98  0.65  -0.04
C  -4.30  -1.42  2.28
C  -1.64  -0.65  -2.20
C  3.57  -0.51  4.96
C  -1.53  -0.77  -3.57
C  3.04  -2.01  -4.98
C  3.09  0.01  2.53
C  -3.43  3.38  0.18
C  -4.46  -1.99  -0.70
C  4.42  -0.06  -5.33
C  -1.97  1.64  -2.36
C  2.13  -0.88  6.86
C  4.59  -0.13  5.83
C  3.82  -0.55  3.50
C  3.85  0.52  -4.21
C  4.38  -0.11  7.20
C  2.47  -1.42  -3.85
C  -1.85  1.59  -3.73
C  -6.32  -0.03  0.59
C  2.34  -0.89  5.49
C  3.15  -0.48  7.72
C  -3.99  2.09  0.31
C  4.01  -1.33  -5.71
C  2.30  0.49  -2.20
C  -3.43  0.84  0.25
C  3.50  -0.12  1.13
H  5.17  0.20  7.86
H  -1.87  4.78  -0.14
H  1.17  -1.17  7.25
H  1.16  -1.34  -2.52
H  -6.54  0.68  1.39
H  4.44  -1.80  -6.58
H  -1.93  2.51  -4.29
H  5.17  0.47  -5.91
H  -6.59  0.45  -0.36
H  2.70  -2.99  -5.27
H  4.48  -0.59  0.97
H  -5.32  -2.65  -0.55
H  2.98  -0.47  8.78
H  -5.06  2.12  0.48
H  4.16  1.52  -3.90
H  2.29  1.59  -2.32
H  -3.33  -1.93  2.35
H  -1.50  0.32  -5.42
H  1.54  -1.19  4.82
H  -5.09  -2.15  2.46
H  -3.55  -2.58  -0.62
H  4.70  -1.09  3.18
H  -6.97  -0.89  0.73
H  -4.34  -0.67  3.07
H  -2.16  2.56  -1.83
H  -4.11  4.22  0.24
H  -1.32  -1.74  -3.99
H  -1.53  -1.48  -1.51
H  5.55  0.16  5.42
H  -4.53  -1.59  -1.71
H  3.95  -0.53  -1.28

Results
- E_HOMO: -3.54 eV
- Net charge: -1



Most stable = *P*



*P*
The following is a DFT calculation (ωB97M-V/def2-TZVPD) of a single C6H11N3O molecule.

Element x y z (Å)
O  2.59  -0.30  0.91
N  0.69  0.30  0.30
N  3.76  -0.21  -1.17
N  1.29  -0.13  1.37
C  -1.24  1.89  -0.21
C  -1.66  -0.64  -0.10
C  -0.92  0.59  0.44
C  -1.33  -1.92  0.59
C  1.38  0.36  -0.87
C  2.71  -0.09  -0.42
H  -1.59  -0.72  -1.25
H  -2.63  -0.15  0.02
H  -1.56  -1.82  1.65
H  -0.15  -2.03  0.40
H  -0.81  1.94  -1.20
H  -2.29  2.24  -0.10
H  0.99  0.61  -1.84
H  -1.06  0.68  1.44
H  -0.82  2.51  0.54
H  -1.98  -2.75  0.12
H  4.63  -0.36  -0.63

Results
- E_HOMO: -7.68 eV
- Net charge: 0



*Q*
The following is a DFT calculation (ωB97M-V/def2-TZVPD) of a single C6H11N3O molecule.

Element x y z (Å)
O  1.75  -2.00  0.16
N  0.86  1.28  0.21
N  1.82  0.28  0.18
N  -1.36  -1.61  -0.41
C  -0.40  -0.54  -0.19
C  1.19  -0.93  0.09
C  3.21  0.40  -0.02
C  -0.43  0.86  -0.27
C  -2.49  -1.69  0.40
C  -1.51  1.98  -0.37
H  -0.89  -2.46  -0.58
H  -2.85  -0.86  0.92
H  -2.21  -2.50  1.18
H  -2.49  1.55  -0.48
H  1.22  2.18  -0.02
H  -1.34  2.64  -1.14
H  3.68  0.67  0.83
H  3.42  -0.65  -0.19
H  -1.50  2.50  0.56
H  3.60  1.04  -0.81
H  -3.28  -2.14  -0.05

Results
- Structure (SMILES): CNc1c(C)[nH]n(C)c1=O
- E_HOMO: -7.31 eV
- Net charge: 0



Most stable = *Q*



*P*
The following is a DFT calculation (ωB97M-V/def2-TZVPD) of 2 unconnected molecules or ions with the total composition C3H13N5.

Element x y z (Å)
N  -0.80  0.72  -0.67
N  -2.66  0.69  0.97
N  -1.83  1.36  0.32
N  -2.58  -0.66  0.76
N  -1.76  2.69  0.73
C  2.72  -0.07  -0.48
C  1.45  -0.87  -0.74
C  1.19  -1.95  0.29
H  1.45  -1.29  -1.75
H  -1.68  3.31  -0.07
H  0.59  -0.10  -0.64
H  -0.46  1.49  -1.23
H  2.86  0.70  -1.23
H  -2.55  2.93  1.32
H  -3.49  -1.08  0.83
H  0.24  -2.46  0.10
H  1.12  -1.52  1.28
H  3.60  -0.73  -0.48
H  -2.05  -0.88  -0.09
H  1.99  -2.69  0.29
H  2.66  0.42  0.49

Results
- E_HOMO (spin up / spin down): -8.06 / -8.06 eV
- Net charge: 0



*Q*
The following is a DFT calculation (ωB97M-V/def2-TZVPD) of 3 unconnected molecules or ions with the total composition C3H13N5.

Element x y z (Å)
N  -1.92  -1.06  0.67
N  1.91  1.38  0.06
N  0.96  0.62  -0.67
N  -1.53  1.87  1.47
N  0.17  -1.39  -1.49
C  1.23  -0.74  -0.81
C  -2.48  0.13  0.50
C  2.33  -1.38  -0.38
H  -0.02  0.84  -0.51
H  -2.46  0.46  -0.54
H  3.07  -0.86  0.20
H  0.42  -2.33  -1.77
H  -0.13  -0.88  -2.31
H  -0.71  1.49  1.95
H  -1.18  2.45  0.71
H  -1.28  -1.44  -0.03
H  1.63  1.48  1.03
H  2.52  -2.40  -0.67
H  -2.65  0.93  1.35
H  -1.87  -1.45  1.60
H  2.00  2.29  -0.36

Results
- E_HOMO: -7.67 eV
- Net charge: 0



Most stable = *Q*



*P*
The following is a DFT calculation (ωB97M-V/def2-TZVPD) of a single C5H3FOS molecule.

Element x y z (Å)
S  0.29  -1.76  0.12
F  -2.83  -1.30  -0.10
O  2.88  -1.29  -0.10
C  1.77  -0.80  -0.04
C  1.43  0.69  -0.01
C  -0.76  -0.30  0.02
C  -2.08  -0.16  -0.03
C  0.12  0.87  0.11
H  -2.69  0.77  0.03
H  2.15  1.42  -0.20
H  -0.28  1.86  0.20

Results
- Structure (SMILES): O=C1C=C/C(=C/F)S1
- E_HOMO: -9.34 eV
- Net charge: 0



*Q*
The following is a DFT calculation (ωB97M-V/def2-TZVPD) of a single C5H3FOS molecule.

Element x y z (Å)
S  -2.71  0.18  -0.83
F  1.82  1.44  1.22
O  -0.84  2.21  0.93
C  -0.19  -1.01  -0.50
C  -1.17  0.11  -0.33
C  -0.46  1.18  0.42
C  0.95  0.69  0.54
C  1.11  -0.53  0.05
H  2.06  -1.09  -0.02
H  -0.50  -1.93  0.06
H  -0.07  -1.24  -1.55

Results
- Structure (SMILES): O=C1C(=S)CC=C1F
- E_HOMO: -9.34 eV
- Net charge: 0



Most stable = *P*